Record 1
Entry from OMol25: a structure of composition C5H10N at a distorted geometry (ωB97M-V/def2-TZVPD).

Calculated values
- E_HOMO (alpha / beta) (eV) = -9.64 / -14.26
- energy (eV) = -6823.6488
- energy relative to the best compared isomer or geometry (same formula, charge and spin) (eV) = 2.583
- lowest unoccupied orbital energy (alpha / beta) (eV) = -3.749 / -5.294
- total charge = +1
- multiplicity = 3

Geometry as XYZ:
```
16
Properties=species:S:1:pos:R:3:forces:R:3
C 1.205194 -0.539391 0.933478 -0.93 1.31 -0.41
C 0.031153 -1.026813 1.072268 -0.92 -4.98 3.76
C 0.727662 0.384136 -0.108079 1.82 2.75 -2.78
C -1.300528 -1.545314 1.160859 1.13 -1.96 -0.40
C 0.930726 0.109608 -1.534692 -0.46 -0.63 0.61
N 0.096398 1.711552 0.212343 -0.21 -0.09 -2.90
H 2.210308 -0.818822 1.324217 -0.74 0.42 -0.52
H -1.462997 -1.878651 2.160097 -0.57 0.13 1.14
H -1.452604 -2.519317 0.608083 0.29 1.28 -0.01
H -1.974023 -0.792148 0.871967 -1.66 0.74 -0.44
H 1.720539 0.743676 -1.725768 2.41 1.18 -1.44
H 0.199760 0.356940 -2.257727 -1.43 0.67 -0.38
H 1.179576 -0.911124 -1.785371 0.36 -0.27 0.49
H -0.886457 1.817465 -0.197541 1.26 -0.48 0.84
H 0.593463 2.535039 -0.210234 -0.08 -0.59 0.57
H 0.090905 1.777803 1.192257 -0.29 0.53 1.87
```
Positions in Å, forces in eV/Å.

Mulliken atomic charge list, values in e, 6 entries: number 1, C, carries -0.299; number 2, C, carries 0.175; number 3, C, carries 0.162; number 4, C, carries -1.075; number 5, C, carries -1.480; number 6, N, carries -0.200

Record 2
Entry from OMol25: an isolated molecule of C30H32N2O5 (ωB97M-V/def2-TZVPD).

Calculated values
- E_HOMO (eV) = -9.07
- energy (eV) = -44848.6202
- energy relative to the best compared isomer or geometry (same formula, charge and spin) (eV) = 0.196
- structure (SMILES) = COC(=O)[C@H](Cc1ccccc1)NC(=O)[C@@]1(C)C[C@@H]1[C@@H](NC(=O)OCc1ccccc1)c1ccccc1
- lowest unoccupied orbital energy (eV) = 0.593
- total charge = 0
- multiplicity = 1

Geometry as XYZ:
```
69
Properties=species:S:1:pos:R:3:forces:R:3
C -3.613219 1.116670 -0.715601 -0.39 0.01 0.07
O -2.346711 1.559977 -1.186491 0.22 -0.09 -0.01
C -2.289310 2.810858 -1.653383 0.13 0.00 0.04
O -3.235636 3.547829 -1.723634 -0.03 0.07 -0.02
C -0.876719 3.177401 -2.095191 -0.07 0.10 -0.01
C -0.899792 3.752782 -3.524910 0.09 0.04 0.30
C 0.481759 4.208996 -3.896720 -0.11 -0.02 -0.10
C 1.345328 3.363926 -4.579847 -0.02 0.04 -0.03
C 2.640150 3.760093 -4.864691 0.09 -0.06 -0.04
C 3.086313 5.007909 -4.466507 0.09 0.03 -0.01
C 2.231349 5.857708 -3.785287 0.05 0.08 0.03
C 0.938460 5.458911 -3.499949 -0.02 -0.05 -0.05
N 0.023417 2.060284 -1.992011 -0.12 0.05 -0.25
C 1.017585 2.029374 -1.072804 0.10 -0.21 -0.05
O 1.275655 2.981695 -0.362775 0.09 0.22 0.27
C 1.745567 0.719760 -0.963940 0.07 -0.06 0.14
C 1.651437 -0.234358 -2.132295 0.02 0.04 0.17
C 3.000991 0.742152 -0.130353 -0.04 0.19 0.10
C 1.741992 0.199989 0.463435 0.16 -0.10 0.04
C 1.536148 -1.263631 0.765390 0.00 -0.16 -0.07
N 2.045850 -1.556624 2.101581 0.16 0.36 0.02
C 1.859075 -2.808459 2.592201 0.27 0.14 0.28
O 1.696992 -3.791744 1.915443 -0.09 -0.27 -0.18
O 1.908541 -2.804242 3.945229 0.21 0.25 -0.05
C 1.402066 -3.991973 4.566165 -0.19 -0.31 -0.06
C -0.103262 -3.979360 4.480714 0.17 0.01 0.03
C -0.760261 -4.671742 3.472067 0.00 -0.07 0.04
C -2.133767 -4.569718 3.337607 -0.06 -0.08 0.00
C -2.861528 -3.776438 4.207366 -0.06 -0.02 -0.01
C -2.211976 -3.083424 5.214866 -0.06 0.10 0.09
C -0.838630 -3.181477 5.348404 0.05 -0.06 -0.02
C 0.064381 -1.626587 0.694886 -0.04 -0.09 -0.17
C -0.827039 -1.096451 1.619982 0.01 0.02 -0.07
C -2.161257 -1.457207 1.598573 -0.04 0.06 0.06
C -2.622776 -2.352763 0.648469 -0.07 -0.03 -0.03
C -1.741296 -2.887028 -0.274697 -0.12 -0.04 -0.09
C -0.404742 -2.528494 -0.248438 0.06 0.11 0.05
H -3.448595 0.122430 -0.306758 -0.01 0.09 -0.05
H -4.331427 1.086117 -1.537381 0.03 0.00 0.07
H -3.987761 1.794659 0.053037 0.01 -0.06 -0.04
H -0.495490 3.942744 -1.405239 -0.16 -0.15 -0.12
H -1.246209 2.979870 -4.214777 -0.06 0.02 -0.04
H -1.608228 4.581351 -3.544796 -0.03 -0.07 -0.05
H 1.000111 2.389389 -4.896937 -0.05 -0.09 -0.03
H 3.302626 3.092639 -5.396692 0.05 -0.05 -0.05
H 4.097417 5.317202 -4.685994 0.08 0.03 -0.02
H 2.574885 6.832481 -3.472119 0.03 0.08 0.03
H 0.274707 6.121593 -2.963831 -0.08 0.09 0.07
H -0.237363 1.217525 -2.474916 0.09 -0.04 0.10
H 1.851446 0.296959 -3.061923 0.03 -0.01 -0.09
H 0.669873 -0.704871 -2.188150 -0.07 -0.06 -0.09
H 2.393161 -1.022888 -2.035871 0.01 -0.09 -0.04
H 3.785199 0.049238 -0.392600 0.00 -0.17 -0.10
H 3.343687 1.704972 0.216576 -0.06 0.08 0.02
H 1.241624 0.851771 1.171733 -0.02 0.10 -0.05
H 2.094739 -1.894721 0.067578 -0.11 0.11 -0.02
H 2.044963 -0.805449 2.774648 -0.03 -0.07 0.00
H 1.752470 -3.944203 5.598600 -0.03 -0.01 -0.13
H 1.816764 -4.869729 4.061646 -0.03 0.11 0.15
H -0.190503 -5.274033 2.781584 0.07 -0.04 -0.06
H -2.635277 -5.108028 2.547209 -0.04 -0.04 -0.08
H -3.933551 -3.696408 4.100361 -0.09 0.00 -0.01
H -2.775598 -2.462339 5.895989 -0.05 0.04 0.06
H -0.328782 -2.632924 6.127500 0.05 0.06 0.10
H -0.477432 -0.406291 2.374204 0.05 0.08 0.11
H -2.840061 -1.045734 2.331162 -0.06 0.03 0.07
H -3.664055 -2.640853 0.636042 -0.09 -0.04 0.00
H -2.092543 -3.595764 -1.010394 -0.03 -0.07 -0.06
H 0.284068 -2.971300 -0.952345 0.12 -0.07 -0.06
```
Positions in Å, forces in eV/Å.

Mulliken atomic charge list, values in e, 6 entries: number 1, C, carries -0.401; number 2, O, carries -0.234; number 3, C, carries -0.006; number 4, O, carries -0.621; number 5, C, carries 0.032; number 6, C, carries -1.378

Record 3
Entry from OMol25: an isolated molecule of C5H9N at a distorted geometry (ωB97M-V/def2-TZVPD).

Calculated values
- E_HOMO (eV) = -9.94
- energy (eV) = -6819.2225
- energy relative to the best compared isomer or geometry (same formula, charge and spin) (eV) = 1.772
- structure (SMILES) = CC1CC(=N)C1
- lowest unoccupied orbital energy (eV) = 1.039
- total charge = 0
- multiplicity = 1

Geometry as XYZ:
```
15
Properties=species:S:1:pos:R:3:forces:R:3
C -0.681917 -0.754485 1.361402 0.02 0.00 0.13
C 0.517369 -0.160607 0.637351 0.27 -0.02 0.60
C 0.559287 -0.631554 -0.822461 0.03 0.46 0.13
C -0.168781 0.748404 -1.108904 0.62 -1.08 0.26
N -0.941000 1.003496 -2.073658 0.62 -0.92 0.61
C 0.268602 1.309374 0.205119 0.06 0.17 0.23
H -0.821843 -0.259737 2.326833 -0.05 -0.14 -0.04
H -0.534731 -1.827853 1.526157 -0.05 0.16 0.04
H -1.608371 -0.630273 0.780408 0.25 0.03 0.07
H 1.440226 -0.319053 1.187509 0.02 -0.02 0.23
H 0.106898 -1.630758 -1.006376 -0.19 0.83 -0.15
H 1.561003 -0.655881 -1.272253 -0.12 0.21 0.22
H -0.733773 0.038956 -2.361035 -1.52 0.36 -2.34
H 1.197634 1.871352 0.074138 -0.03 -0.03 0.13
H -0.448749 1.897912 0.781691 0.06 -0.03 -0.12
```
Positions in Å, forces in eV/Å.

Mulliken atomic charge list, values in e, 6 entries: number 1, C, carries -1.458; number 2, C, carries 0.295; number 3, C, carries -0.832; number 4, C, carries 0.248; number 5, N, carries -0.745; number 6, C, carries -0.562

Record 4
Entry from OMol25: a cluster of 2 separate species, C4H13NO2 in total at a distorted geometry (ωB97M-V/def2-TZVPD).

Calculated values
- E_HOMO (eV) = -9.12
- energy (eV) = -9944.0100
- energy relative to the best compared isomer or geometry (same formula, charge and spin) (eV) = 0.187
- structure (SMILES) = C[C@H](O)[C@@H](C)N.O
- lowest unoccupied orbital energy (eV) = 0.492
- total charge = 0
- multiplicity = 1

Geometry as XYZ:
```
20
Properties=species:S:1:pos:R:3:forces:R:3
C 0.699280 0.260053 1.684773 0.39 0.68 -0.30
C -0.018052 1.014255 0.571034 0.42 -0.47 -0.07
O -1.369529 0.618334 0.472703 -0.52 -0.43 0.30
C 0.673929 0.860134 -0.790982 -0.10 0.05 -0.27
C 0.789162 -0.570881 -1.237425 -0.57 -0.92 0.32
N -0.034590 1.585252 -1.864357 -0.16 0.15 0.70
H 0.409638 0.647595 2.652387 -0.23 -0.12 0.27
H 1.781814 0.385649 1.606189 0.01 0.03 -0.05
H 0.492608 -0.793305 1.607544 -0.16 -0.49 0.13
H -0.018947 2.075833 0.795745 -0.07 0.33 0.13
H -1.486019 -0.302635 0.787172 0.19 0.55 -0.38
H 1.695334 1.237487 -0.709585 0.00 0.32 0.04
H -0.196452 -1.034701 -1.375762 -0.05 0.27 -0.01
H 1.303796 -1.209523 -0.515373 0.26 0.14 -0.09
H 1.271577 -0.612177 -2.196343 0.39 -0.08 -0.36
H -1.004578 1.279855 -1.766180 0.06 -0.03 -0.26
H -0.083818 2.567532 -1.597069 0.14 0.00 -0.16
O -1.727042 -2.310291 0.608920 -0.06 0.39 0.03
H -1.088054 -2.748882 0.040134 -0.07 -0.19 0.12
H -2.090055 -2.949586 1.226478 0.14 -0.18 -0.09
```
Positions in Å, forces in eV/Å.

Mulliken atomic charge list, values in e, 6 entries: number 1, C, carries -1.396; number 2, C, carries 0.208; number 3, O, carries -0.541; number 4, C, carries 0.323; number 5, C, carries -1.383; number 6, N, carries -0.818